The following is a DFT calculation (wB97M-V/def2-TZVPD) of 11 unconnected molecules or ions with the total composition C20H60F12N11O29S12 in a non-equilibrium geometry.

Calculated values
Total energy (eV): -260101.2085
HOMO (eV): -8.36
Total charge: -1

Structure (XYZ):
```
144
Properties=species:S:1:pos:R:3:forces:R:3
C 3.225 2.834 3.173 0.1 0.0 -0.6
C 3.065 3.515 1.781 -0.9 1.4 0.8
C 4.394 3.925 1.130 0.6 -0.2 -1.9
O 4.207 4.651 -0.139 -0.1 0.0 0.5
C 5.310 5.446 -0.703 -1.1 -0.8 0.5
N 2.028 2.835 0.844 2.4 0.4 1.2
H 2.299 1.887 0.627 0.2 -0.5 -0.3
H 1.175 2.871 1.383 -1.0 0.1 0.1
H 1.952 3.377 -0.005 -0.2 0.4 -0.7
H 3.965 3.416 3.721 0.3 -0.1 -0.2
H 3.537 1.791 3.121 0.2 0.0 -0.1
H 2.342 2.889 3.809 -0.2 0.1 -0.5
H 2.509 4.423 2.013 0.1 0.3 -0.1
H 4.953 3.010 0.935 0.2 -0.2 -0.3
H 5.064 4.501 1.767 -0.6 0.2 0.5
H 5.057 5.740 -1.722 -0.5 -0.5 0.0
H 6.217 4.844 -0.763 0.2 0.2 0.3
H 5.400 6.410 -0.204 0.4 -0.2 0.6
C 2.368 1.966 -6.573 -0.4 1.3 -1.5
C 2.467 0.481 -6.240 -1.5 1.6 1.9
C 3.700 -0.250 -6.438 2.6 -0.2 0.0
O 4.831 0.495 -5.962 -1.4 -0.6 -0.3
C 6.075 -0.156 -6.168 -0.7 1.3 -1.1
N 2.149 0.495 -4.692 0.5 -1.0 -2.1
H 1.847 -0.440 -4.458 -0.2 -0.7 0.2
H 3.001 0.682 -4.183 0.5 0.5 0.4
H 1.384 1.130 -4.515 -0.1 0.8 0.3
H 2.152 2.206 -7.614 0.4 -0.7 -0.5
H 3.185 2.643 -6.324 0.6 -0.8 0.3
H 1.528 2.527 -6.164 -0.4 -0.8 0.7
H 1.781 -0.192 -6.753 -1.0 0.5 0.4
H 3.719 -0.510 -7.497 0.6 0.3 -0.4
H 3.669 -1.229 -5.960 -0.1 -0.1 0.3
H 6.072 -1.176 -5.783 0.5 0.2 0.5
H 6.764 0.627 -5.851 0.5 -0.9 0.8
H 6.248 -0.167 -7.244 0.0 -0.5 -0.4
C -0.595 -1.903 -0.942 -1.6 0.9 -0.3
C -0.779 -0.413 -1.351 1.0 0.1 1.7
C -1.027 0.545 -0.144 0.6 -1.2 0.1
O -2.359 0.430 0.192 -0.8 0.4 -1.4
C -2.850 1.213 1.246 -1.0 -0.4 1.3
N 0.540 0.035 -1.973 -1.0 -0.8 -1.4
H 0.503 0.849 -2.570 -0.6 1.1 0.0
H 1.399 0.109 -1.448 0.2 0.2 1.5
H 0.797 -0.693 -2.625 -0.2 -1.0 -0.5
H -1.602 -2.178 -0.630 0.1 -0.1 0.9
H 0.153 -2.007 -0.156 -0.2 -0.2 -0.1
H -0.491 -2.628 -1.750 0.7 0.4 -0.3
H -1.646 -0.215 -1.982 0.5 -0.2 -0.7
H -0.695 1.551 -0.399 -0.2 0.4 -0.1
H -0.462 0.183 0.715 0.7 0.1 0.1
H -2.727 0.614 2.149 0.2 0.4 0.4
H -3.931 1.318 1.156 -0.1 -0.2 -0.5
H -2.519 2.236 1.422 0.8 -0.2 -0.5
C -4.225 -2.441 0.840 -0.3 -0.5 0.1
C -5.529 -1.781 0.362 1.8 0.8 -1.3
C -5.575 -1.611 -1.213 -0.3 1.9 0.2
O -4.800 -0.450 -1.592 0.1 -0.5 0.0
C -4.549 -0.253 -3.005 0.1 -1.0 0.1
N -6.752 -2.509 0.825 0.8 0.4 -0.1
H -7.569 -2.022 0.484 -0.5 -0.5 -0.4
H -6.708 -3.510 0.700 -0.3 -0.4 -0.7
H -6.775 -2.408 1.829 0.1 0.3 1.4
H -3.704 -2.817 -0.040 0.0 -0.4 0.3
H -4.462 -3.209 1.576 0.1 -0.5 -0.3
H -3.521 -1.834 1.410 -0.4 0.6 -0.4
H -5.580 -0.807 0.849 -0.3 0.2 -0.4
H -6.599 -1.341 -1.470 -0.5 -0.2 -0.1
H -5.329 -2.486 -1.815 0.4 -0.3 0.4
H -3.869 -1.003 -3.408 0.3 -0.3 0.3
H -4.058 0.698 -3.215 -0.3 0.2 0.7
H -5.422 -0.351 -3.649 -0.5 0.3 0.3
C -0.551 -0.724 3.242 -0.5 0.7 0.5
C 0.122 -1.676 4.214 1.3 0.1 1.8
C 0.740 -0.898 5.391 -1.6 2.5 0.5
O -0.354 -0.298 6.149 0.5 -1.3 1.3
C 0.073 0.138 7.462 0.2 0.9 -0.9
N -0.797 -2.749 4.821 0.6 1.4 -0.6
H -0.594 -2.984 5.782 0.2 0.3 0.4
H -1.759 -2.448 4.764 -0.7 0.1 0.0
H -0.642 -3.588 4.280 -0.5 -1.0 -0.7
H 0.194 -0.113 2.732 0.3 -0.5 -0.2
H -1.083 0.055 3.789 -0.2 -0.2 0.4
H -1.293 -1.103 2.539 0.4 -0.6 -0.1
H 1.002 -2.204 3.844 -0.4 -0.3 -0.7
H 1.226 0.005 5.022 0.7 -0.3 -0.6
H 1.430 -1.354 6.101 -0.1 -0.9 -0.4
H 0.707 -0.528 8.049 -0.4 -0.9 -0.2
H -0.792 0.463 8.039 0.0 -0.3 -0.2
H 0.733 0.999 7.352 -0.1 0.4 -0.2
N 2.925 0.433 -0.514 1.6 2.6 -4.2
S 4.431 0.704 -1.304 1.7 3.4 -4.2
O 4.581 0.046 -2.588 -0.7 -0.2 1.9
O 5.586 0.981 -0.501 -1.1 -1.4 0.3
F 4.183 2.178 -1.850 -1.3 0.0 0.6
S 3.473 -0.711 0.289 0.7 -6.9 8.0
O 4.000 -0.191 1.553 0.2 -0.8 -1.8
O 4.072 -1.869 -0.385 -0.8 2.9 0.8
F 2.111 -1.359 0.913 0.0 0.6 -1.2
N -0.143 3.641 2.400 -0.4 3.9 -4.3
S -0.984 5.060 1.898 0.4 1.0 -3.9
O -0.121 6.239 1.807 -1.5 -2.4 0.9
O -2.407 5.169 2.187 2.7 -0.3 0.4
F -0.985 4.513 0.362 0.0 0.5 1.0
S -0.695 3.405 3.743 -2.4 -4.1 9.8
O -1.993 2.744 3.873 1.3 1.5 -0.9
O -0.289 4.249 4.859 -0.9 0.7 -1.9
F 0.252 2.165 4.144 0.7 -0.8 -0.8
N 0.257 2.441 -3.673 -4.2 0.7 -0.6
S -1.355 2.853 -4.095 -1.8 0.0 -3.2
O -1.508 3.390 -5.468 0.6 -1.1 3.5
O -2.208 3.329 -3.024 1.7 -0.6 -1.2
F -1.698 1.353 -4.291 -0.6 -1.2 0.1
S 0.721 3.864 -3.303 6.0 4.6 1.2
O 0.963 4.146 -1.895 -1.1 -0.8 -1.3
O 0.381 4.996 -4.162 -0.3 -2.2 1.5
F 2.260 3.526 -3.778 -0.3 0.3 0.1
N -6.486 -1.893 3.560 -3.4 -4.2 0.2
S -6.354 -3.021 4.803 -3.6 -8.0 3.2
O -7.154 -2.765 5.982 0.9 0.6 -1.7
O -5.190 -3.898 5.045 -1.6 2.7 -1.3
F -7.306 -4.045 4.004 0.0 0.0 -0.4
S -5.434 -1.150 4.249 7.7 11.7 2.1
O -4.118 -1.679 3.983 0.0 0.3 0.4
O -5.686 -0.471 5.527 0.3 -2.5 -1.7
F -5.460 0.201 3.350 -0.1 -0.7 -0.7
N -0.599 -5.192 3.409 4.9 -1.0 4.4
S -0.543 -5.452 1.930 -5.3 -3.8 -7.0
O -0.411 -6.801 1.372 0.9 2.1 1.5
O -0.077 -4.383 1.133 0.5 1.1 -0.3
F -2.180 -5.397 1.899 0.0 0.9 -0.7
S 1.061 -5.601 3.693 2.7 -2.3 2.7
O 2.017 -4.559 3.437 -1.2 0.1 -0.2
O 1.531 -6.969 3.402 -1.9 3.0 0.6
F 0.983 -5.556 5.326 -0.6 0.0 -1.0
N 1.029 -1.981 -4.054 7.2 -0.4 4.3
S 0.177 -2.794 -4.904 -10.2 -2.4 -7.9
O -0.453 -4.064 -4.473 2.9 2.1 -0.8
O 0.380 -2.501 -6.364 -0.1 -1.4 3.5
F -1.142 -1.833 -4.577 0.3 0.1 -0.3
S 2.339 -3.172 -3.876 2.9 -0.6 2.3
O 2.779 -3.840 -5.117 -1.9 1.1 2.8
O 2.295 -3.767 -2.529 -0.5 0.9 -3.7
F 3.508 -2.111 -3.704 -0.6 0.3 -0.1
```
Positions in Å, forces in eV/Å.